Density functional theory data (ωB97M-V with the def2-TZVPD basis set) for a 2-piece molecular cluster, C7H11N overall at a distorted geometry.

The geometry in XYZ format:
```
19
Properties=species:S:1:pos:R:3:nbo_charge:R:1
C 0.52 -0.86 0.95 -0.2243
C 1.97 -0.65 0.78 -0.1943
C 2.34 0.67 1.15 -0.2278
C 1.33 1.65 1.18 -0.2021
C 0.00 1.43 1.33 -0.2471
C -0.36 0.13 1.24 -0.2305
C -1.84 -0.14 -1.80 -0.4125
H 0.11 -1.77 0.41 0.2235
H 2.70 -1.42 0.39 0.2309
H 3.38 1.13 1.02 0.2148
H 1.79 2.69 1.22 0.2035
H -0.55 2.45 1.60 0.2341
H -1.44 -0.18 1.50 0.2134
H -1.41 -2.06 -1.01 0.3349
H -1.43 -2.03 -2.56 0.3471
H -1.33 0.35 -2.63 0.1969
H -2.91 -0.32 -2.06 0.1687
H -1.79 0.41 -0.92 0.2007
N -1.09 -1.47 -1.80 -0.8298
```

As for the HOMO-LUMO gap: 10.1 eV. Its structure (SMILES) is c1ccccc1.CN. Its charge is 0. Its max |F| is 4.57 eV/A. The value obtained for the energy above the lowest of the compared OMol25 structures with the same formula, charge and spin is 55.9 kcal/mol. The LUMO energy comes out at 1.039 eV. The HOMO energy is -9.02 eV.